DFT (the ωB97M-V functional and the def2-TZVPD basis) results for an isolated molecule of C27H53NO6S at a distorted geometry.

Bonds (Å) are listed after each position.
Cartesian coordinates (Å):
1 S -9.199 0.500 -0.539  O2 1.734, O5 1.577, O6 1.549, C18 1.910
2 O -8.836 1.552 0.791  S1 1.734, H42 1.004
3 O 2.874 6.457 0.038  C22 1.471, C29 1.494
4 O 5.107 7.110 0.926  C22 1.360
5 O -9.887 -0.826 -0.031  S1 1.577
6 O -10.158 1.140 -1.574  S1 1.549
7 O -2.040 -1.562 1.847  C11 1.476, C27 1.484
8 N -3.222 -1.367 -1.514  C25 1.537, H72 1.052, H88 1.046
9 C 0.364 0.619 -2.811  C15 1.639, C16 1.639, H60 1.180, H83 1.194
10 C 5.328 -5.549 -2.008  C28 1.671, H40 1.183, H57 1.192, H70 1.193
11 C -2.806 -0.665 0.960  O7 1.476, C14 1.641, C25 1.654, H37 1.178
12 C -5.397 0.059 0.485  C14 1.658, C19 1.670, H55 1.186, H62 1.190
13 C 1.947 -3.512 1.507  C17 1.657, C26 1.672, H67 1.173, H69 1.179
14 C -4.381 -1.115 1.066  C11 1.641, C12 1.658, H46 1.194, H66 1.172
15 C 1.885 1.070 -3.226  C9 1.639, C33 1.639, H36 1.194, H39 1.177
16 C -0.008 0.795 -1.225  C9 1.639, C34 1.673, H48 1.186, H79 1.177
17 C 2.298 -2.486 2.759  C13 1.657, C23 1.666, C32 1.640, H56 1.189
18 C -7.502 0.092 -1.313  S1 1.910, C19 1.651, H68 1.192, H76 1.189
19 C -6.694 -0.773 -0.161  C12 1.670, C18 1.651, H45 1.182, H80 1.183
20 C 3.231 -5.207 -0.223  C26 1.639, C28 1.488, H87 1.190
21 C 3.063 7.434 2.524  C22 1.662, H38 1.187, H52 1.188, H61 1.191
22 C 3.765 6.967 1.092  O3 1.471, O4 1.360, C21 1.662
23 C 3.754 -1.707 2.542  C17 1.666, H50 1.192, H54 1.188, H75 1.178
24 C 1.904 3.691 -2.337  C33 1.640, C35 1.669, H64 1.193, H82 1.182
25 C -2.157 -0.814 -0.554  N8 1.537, C11 1.654, C34 1.639, H81 1.176
26 C 3.097 -4.714 1.335  C13 1.672, C20 1.639, H41 1.171, H51 1.187
27 C -1.425 -0.766 2.938  O7 1.484, C31 1.667, H59 1.173, H86 1.171
28 C 4.139 -4.645 -1.260  C10 1.671, C20 1.488, C30 1.669
29 C 3.161 5.021 -0.262  O3 1.494, C35 1.661, H71 1.180, H73 1.171
30 C 4.001 -3.068 -1.787  C28 1.669, H63 1.171, H77 1.192, H84 1.179
31 C -0.235 -1.744 3.577  C27 1.667, C32 1.663, H44 1.171, H53 1.185
32 C 1.154 -1.310 2.772  C17 1.640, C31 1.663, H49 1.191, H74 1.192
33 C 2.569 2.194 -2.249  C15 1.639, C24 1.640, H65 1.192, H85 1.172
34 C -1.671 0.642 -1.129  C16 1.673, C25 1.639, H43 1.189, H58 1.180
35 C 3.071 4.802 -1.906  C24 1.669, C29 1.661, H47 1.187, H78 1.178
36 H 1.797 1.578 -4.302  C15 1.194
37 H -2.737 0.430 1.390  C11 1.178
38 H 1.888 7.495 2.367  C21 1.187
39 H 2.645 0.183 -3.362  C15 1.177
40 H 6.285 -5.681 -1.326  C10 1.183
41 H 4.104 -4.388 1.837  C26 1.171
42 H -8.524 0.984 1.557  O2 1.004
43 H -2.162 0.797 -2.200  C34 1.189
44 H -0.147 -1.661 4.741  C31 1.171
45 H -6.316 -1.756 -0.699  C19 1.182
46 H -4.640 -1.217 2.227  C14 1.194
47 H 4.138 4.458 -2.298  C35 1.187
48 H 0.490 -0.086 -0.606  C16 1.186
49 H 1.548 -0.302 3.269  C32 1.191
50 H 4.360 -1.649 3.567  C23 1.192
51 H 2.669 -5.639 1.943  C26 1.187
52 H 3.447 8.526 2.792  C21 1.188
53 H -0.512 -2.852 3.260  C31 1.185
54 H 4.410 -2.208 1.687  C23 1.188
55 H -4.858 0.709 -0.348  C12 1.186
56 H 2.308 -3.046 3.808  C17 1.189
57 H 5.648 -5.022 -3.028  C10 1.192
58 H -2.080 1.480 -0.406  C34 1.180
59 H -0.870 0.176 2.511  C27 1.173
60 H -0.418 1.124 -3.537  C9 1.180
61 H 3.351 6.662 3.383  C21 1.191
62 H -5.742 0.798 1.352  C12 1.190
63 H 2.870 -2.905 -2.045  C30 1.171
64 H 0.964 3.798 -1.610  C24 1.193
65 H 3.704 2.315 -2.593  C33 1.192
66 H -4.570 -2.176 0.606  C14 1.172
67 H 1.907 -2.902 0.506  C13 1.173
68 H -6.940 1.106 -1.590  C18 1.192
69 H 0.878 -3.951 1.739  C13 1.179
70 H 4.871 -6.598 -2.346  C10 1.193
71 H 4.243 4.773 0.138  C29 1.180
72 H -3.866 -0.602 -1.840  N8 1.052
73 H 2.424 4.280 0.265  C29 1.171
74 H 0.925 -1.042 1.634  C32 1.192
75 H 3.561 -0.597 2.197  C23 1.178
76 H -7.643 -0.558 -2.299  C18 1.189
77 H 4.663 -2.900 -2.764  C30 1.192
78 H 2.867 5.868 -2.363  C35 1.178
79 H 0.224 1.859 -0.776  C16 1.177
80 H -7.368 -1.081 0.760  C19 1.183
81 H -1.270 -1.586 -0.540  C25 1.176
82 H 1.522 3.962 -3.422  C24 1.182
83 H 0.292 -0.550 -3.040  C9 1.194
84 H 4.342 -2.376 -0.895  C30 1.179
85 H 2.604 1.785 -1.151  C33 1.172
86 H -2.189 -0.382 3.737  C27 1.171
87 H 2.498 -6.074 -0.578  C20 1.190
88 H -2.691 -1.674 -2.361  N8 1.046

Results
Net charge: 0
SMILES string: CC(=O)OCCCCCCCC[C@H](N)[C@@H](CCCCS(=O)(=O)O)OCCC[C@H](C)CCC=C(C)C
HOMO-LUMO gap (eV): 7.533
HOMO level (eV): -7.50
E (eV): -53450.9368

These are the Mulliken partial charges, in e, on atoms 1 to 2: 0.963, -0.475